Molecular formula: C40H58CuN4OSi
Method: DFT, the ωB97M-V functional and the def2-TZVPD basis

Structure (XYZ):
```
105
Properties=species:S:1:pos:R:3:forces:R:3
Cu -0.259 0.195 1.338 0.215 0.209 0.367
C 1.695 1.963 2.761 0.100 0.017 0.039
C 0.651 3.020 2.395 -0.034 0.025 -0.015
N -0.378 2.489 1.498 0.001 0.003 -0.049
C -1.764 2.686 1.912 -0.010 -0.055 -0.077
C -2.079 1.870 3.160 -0.050 0.045 0.060
N -1.630 0.476 3.050 0.033 -0.060 -0.148
C -0.966 -0.018 4.257 -0.018 -0.090 0.051
C 0.427 0.600 4.378 0.048 -0.049 0.034
N 1.086 0.672 3.074 -0.080 0.035 -0.157
H 2.305 2.340 3.593 0.006 -0.006 -0.012
H 2.357 1.812 1.914 -0.018 -0.031 -0.051
H 1.171 3.860 1.927 0.014 0.009 0.018
H 0.174 3.415 3.296 -0.002 -0.014 -0.003
H -0.229 2.814 0.552 0.027 0.057 0.001
H -2.395 2.336 1.092 -0.010 0.049 0.015
H -2.014 3.738 2.100 0.015 0.000 0.031
H -3.150 1.932 3.373 0.000 -0.016 -0.030
H -1.576 2.316 4.020 -0.015 0.018 0.001
H -2.380 -0.147 2.772 -0.022 0.037 -0.013
H -0.891 -1.100 4.166 0.026 -0.060 -0.066
H -1.542 0.196 5.166 0.001 0.010 -0.015
H 1.014 0.025 5.099 -0.001 0.015 0.000
H 0.360 1.613 4.781 -0.023 0.001 -0.006
H 1.753 -0.073 2.917 0.034 0.003 0.083
C 3.983 -1.937 0.049 0.002 -0.028 -0.038
C 4.197 -0.416 0.031 0.011 -0.019 -0.039
C 4.567 0.009 1.456 -0.004 -0.008 0.049
C 5.357 -0.105 -0.921 0.024 0.031 0.017
Si 2.574 0.370 -0.583 -0.244 0.050 0.025
O 1.342 -0.061 0.336 0.201 -0.064 0.124
C 2.686 2.274 -0.693 0.061 -0.037 -0.068
C 1.586 2.937 -1.252 -0.053 -0.011 -0.022
C 1.516 4.321 -1.326 -0.008 0.006 0.009
C 2.564 5.094 -0.841 -0.002 0.015 0.000
C 3.679 4.466 -0.309 0.017 -0.008 0.013
C 3.736 3.078 -0.244 -0.022 0.004 0.069
C 2.293 -0.212 -2.355 -0.024 -0.019 -0.029
C 1.721 -1.471 -2.565 -0.030 -0.021 0.015
C 1.498 -1.962 -3.844 0.005 0.008 0.002
C 1.836 -1.193 -4.949 0.005 -0.004 -0.018
C 2.395 0.064 -4.766 0.004 0.007 -0.013
C 2.621 0.544 -3.482 0.019 0.014 -0.001
H 4.866 -2.431 0.471 -0.003 -0.001 0.005
H 3.834 -2.335 -0.956 -0.007 0.013 0.002
H 3.115 -2.214 0.652 0.004 0.007 0.010
H 5.506 -0.474 1.753 0.000 0.009 0.003
H 3.808 -0.310 2.176 -0.039 -0.004 -0.019
H 4.703 1.085 1.572 0.009 0.015 -0.018
H 6.259 -0.638 -0.599 -0.001 -0.004 -0.008
H 5.602 0.959 -0.956 -0.017 0.007 0.009
H 5.130 -0.423 -1.941 -0.005 -0.008 -0.001
H 0.768 2.355 -1.663 -0.013 -0.023 0.019
H 0.651 4.797 -1.774 0.003 -0.003 0.003
H 2.518 6.175 -0.895 0.000 -0.003 -0.004
H 4.512 5.056 0.053 -0.002 0.002 0.001
H 4.626 2.624 0.171 0.014 -0.005 -0.002
H 1.428 -2.069 -1.709 -0.001 0.008 0.011
H 1.050 -2.940 -3.977 -0.002 -0.002 -0.006
H 1.656 -1.567 -5.949 0.001 -0.006 0.003
H 2.652 0.672 -5.625 -0.001 -0.001 -0.001
H 3.055 1.531 -3.359 0.003 -0.012 0.001
C -0.135 -4.303 3.479 0.025 -0.025 0.042
C -1.193 -3.771 2.549 -0.059 -0.015 -0.011
C -2.369 -4.482 2.329 0.024 0.040 -0.010
C -3.295 -4.000 1.410 0.004 -0.032 0.019
C -4.553 -4.778 1.120 -0.018 -0.021 -0.005
C -3.072 -2.806 0.740 -0.059 0.049 0.067
C -1.917 -2.021 0.964 0.166 -0.106 0.074
C -0.984 -2.580 1.874 0.058 0.007 -0.011
N -1.633 -0.798 0.412 -0.314 -0.138 -0.243
C -2.191 -0.411 -0.887 0.004 0.040 -0.007
C -3.657 0.070 -0.814 0.031 0.035 -0.001
C -4.152 0.518 -2.195 -0.012 0.015 0.003
C -3.315 1.705 -2.677 0.024 -0.001 -0.001
C -1.849 1.276 -2.769 -0.013 0.017 0.018
C -1.711 0.142 -3.785 -0.019 0.019 -0.044
C -2.543 -1.051 -3.311 0.019 0.006 -0.018
C -4.014 -0.640 -3.190 -0.030 -0.022 0.012
C -2.033 -1.518 -1.946 -0.039 -0.026 0.035
C -1.376 0.786 -1.400 0.038 -0.074 -0.019
H -0.364 -5.323 3.789 0.001 -0.003 -0.002
H -0.050 -3.698 4.387 -0.014 0.022 -0.019
H 0.845 -4.310 2.998 -0.006 0.018 -0.002
H -2.547 -5.418 2.846 -0.001 -0.007 -0.009
H -4.630 -5.657 1.760 -0.002 0.003 0.002
H -4.571 -5.118 0.082 0.005 0.003 0.000
H -5.443 -4.166 1.276 0.004 0.006 0.002
H -3.826 -2.489 0.037 -0.005 0.043 0.005
H -0.010 -2.107 1.974 0.006 0.082 -0.005
H -3.699 0.911 -0.110 -0.028 -0.004 -0.009
H -4.322 -0.695 -0.415 0.022 -0.053 -0.013
H -5.203 0.813 -2.121 0.000 0.008 -0.007
H -3.421 2.544 -1.980 -0.001 0.000 0.003
H -3.668 2.048 -3.655 -0.012 -0.001 0.003
H -1.230 2.125 -3.079 -0.013 -0.002 -0.009
H -0.660 -0.147 -3.885 0.000 0.008 0.026
H -2.054 0.479 -4.769 0.002 -0.007 -0.002
H -2.449 -1.870 -4.030 -0.007 -0.003 0.003
H -4.611 -1.493 -2.852 -0.002 0.003 -0.005
H -4.405 -0.339 -4.167 0.008 0.004 -0.005
H -0.970 -1.768 -2.003 0.004 -0.009 -0.010
H -2.559 -2.425 -1.646 0.002 0.018 -0.029
H -1.464 1.603 -0.675 0.037 0.004 -0.002
H -0.330 0.477 -1.445 0.030 0.042 0.024
```
Positions in Å, forces in eV/Å.

As for the gap between HOMO and LUMO (alpha / beta): 7.023 / 6.901 eV. Its relative energy (zero: lowest compared OMol25 entry of this formula, charge and spin) is 0.0 kcal per mole. Its HOMO energy (alpha / beta) is -6.56 / -6.48 eV. As for the spin multiplicity: 2. Its net charge is 0. The calculation puts the LUMO energy (alpha / beta) at 0.5 / 0.4 eV.

---

Molecular formula: C41H63BBr48F4N3O
Method: DFT, the ωB97M-V functional and the def2-TZVPD basis

Structure (XYZ):
```
161
Properties=species:S:1:pos:R:3:forces:R:3
C -2.253 2.324 4.347 -0.656 0.650 0.082
C -3.649 2.970 3.837 0.958 0.466 0.044
C -3.342 4.524 3.577 -0.844 0.043 -0.210
C -4.508 5.296 2.790 0.539 -0.122 -0.414
C -3.872 6.216 1.644 0.117 0.224 0.195
C -2.779 7.258 2.178 -0.300 1.202 -0.816
C -1.520 7.430 1.165 -0.930 -0.565 0.694
C -0.568 6.147 1.168 0.865 0.866 -0.599
C 0.599 6.307 2.262 -0.781 -0.393 -0.715
C 1.958 5.573 1.892 -0.323 0.788 -0.521
C 3.017 5.737 3.055 0.369 -0.259 0.397
C 3.075 4.471 4.002 -0.888 -0.416 0.019
C 3.320 3.088 3.216 0.610 0.205 0.130
C 4.484 2.255 3.910 0.286 -0.727 -0.216
C 5.249 1.122 3.038 -0.662 -0.352 0.883
C 4.437 -0.263 3.120 0.642 -0.140 -0.940
C 4.036 -0.805 1.647 -0.634 0.123 1.059
C 3.121 0.179 0.731 1.005 0.007 0.353
C 2.663 -0.596 -0.554 1.970 -2.601 -4.116
C 3.620 -1.239 -1.523 -0.691 0.401 1.642
B 5.241 -1.313 -1.608 1.485 -0.572 -0.419
O 6.120 -1.734 -0.557 -1.477 -0.632 -1.698
N 5.810 -0.944 -2.934 -0.335 1.303 2.807
C 7.298 -0.764 -2.875 0.985 0.248 -1.669
C 5.210 0.436 -3.168 -0.216 0.618 -0.389
N 2.974 -1.947 -2.605 -3.627 3.132 4.741
C 1.609 -1.749 -2.363 1.801 -0.085 -0.130
N 1.393 -0.943 -1.199 2.107 -1.370 -0.244
C 0.023 -0.577 -0.829 -1.775 -0.324 -2.555
F -0.117 0.435 0.106 0.813 -2.561 -1.602
F -0.736 -1.741 -0.517 1.815 2.646 0.147
C -0.619 -0.039 -2.245 -1.620 1.536 0.794
F -1.132 -1.088 -3.022 1.591 1.871 1.012
F 0.325 0.786 -2.943 -2.227 -2.120 1.837
H -1.386 2.713 3.709 -1.226 -0.683 0.683
H -2.075 2.754 5.394 -0.148 -0.943 -1.349
H -2.269 1.187 4.344 0.081 1.492 0.179
H -4.481 2.811 4.612 1.267 0.329 -1.066
H -4.014 2.503 2.865 0.589 0.510 1.153
H -3.175 5.079 4.558 0.040 -0.896 -1.148
H -2.393 4.621 2.942 -1.214 -0.288 1.003
H -5.148 5.905 3.512 0.883 -0.667 -1.006
H -5.200 4.548 2.287 0.778 0.811 0.627
H -3.352 5.599 0.827 -0.948 0.500 1.235
H -4.715 6.798 1.142 1.142 -0.764 0.527
H -3.298 8.285 2.181 0.779 -1.397 0.241
H -2.445 7.072 3.245 -0.282 -0.010 -1.316
H -0.969 8.386 1.464 -0.507 -1.397 -0.479
H -1.944 7.590 0.125 0.462 -0.161 1.199
H -0.070 6.089 0.136 -0.647 -0.016 1.340
H -1.167 5.192 1.304 0.731 1.137 -0.100
H 0.149 5.888 3.218 0.876 0.747 -0.751
H 0.789 7.424 2.330 -0.105 -1.381 0.315
H 1.722 4.504 1.587 0.470 1.100 0.592
H 2.390 6.072 0.950 -0.739 -0.662 1.244
H 2.679 6.628 3.690 0.687 -1.078 -0.884
H 4.067 5.953 2.642 -1.672 -0.285 0.651
H 3.847 4.539 4.839 -0.984 0.235 -1.172
H 2.042 4.425 4.501 1.466 -0.083 -0.499
H 3.590 3.300 2.122 -0.436 -0.282 1.445
H 2.363 2.475 3.269 1.161 0.680 -0.382
H 5.314 2.909 4.319 -1.254 -0.416 -0.372
H 3.967 1.701 4.768 1.096 0.841 -0.833
H 5.430 1.410 1.952 -0.306 -0.112 1.309
H 6.276 0.942 3.503 -1.352 0.380 -0.617
H 5.146 -1.068 3.524 -1.085 1.055 -0.499
H 3.573 -0.193 3.854 0.873 -0.034 -1.127
H 5.035 -0.996 1.152 -1.561 -0.074 0.348
H 3.401 -1.739 1.814 1.155 0.892 -0.451
H 2.328 0.639 1.390 0.497 -0.684 -1.131
H 3.811 1.033 0.398 -1.206 -1.081 0.242
H 6.046 -2.707 -0.415 0.038 1.000 0.263
H 7.637 -0.626 -3.967 -0.372 -0.156 1.536
H 7.571 0.213 -2.344 -0.257 -1.508 -0.374
H 7.870 -1.669 -2.493 -1.074 1.459 -0.202
H 5.173 0.987 -2.164 -0.041 -0.253 -1.522
H 4.163 0.369 -3.601 1.336 0.078 0.741
H 5.856 1.052 -3.878 -0.748 -0.948 0.898
H 3.470 -2.468 -3.337 -0.547 0.340 0.196
H 0.855 -2.187 -3.078 0.634 0.756 1.359
H -1.487 0.651 -1.971 1.142 -0.994 -0.548
C -0.456 2.074 -7.862 -0.106 0.030 -0.112
Br -0.757 1.180 -9.554 0.043 0.115 0.355
Br -1.406 3.753 -7.769 0.061 -0.276 0.072
Br -0.839 0.902 -6.359 -1.070 0.543 -0.934
H 0.602 2.312 -7.813 -0.313 -0.086 0.022
C -2.619 -2.880 -7.759 -0.021 -0.027 -0.084
Br -0.720 -2.541 -7.953 -0.282 -0.095 0.011
Br -3.377 -1.911 -6.261 0.032 -0.112 -0.274
Br -3.585 -2.533 -9.402 0.216 -0.002 0.340
H -2.732 -3.938 -7.541 0.040 0.218 -0.008
C 3.264 0.443 -6.184 -0.069 -0.105 -0.003
Br 3.516 -1.314 -6.964 -0.094 0.243 0.160
Br 3.049 1.808 -7.543 0.228 -0.287 0.237
Br 1.810 0.453 -4.894 1.973 -0.117 -0.544
H 4.173 0.682 -5.642 -0.142 -0.025 -0.169
C -7.930 -3.276 -1.693 -0.080 0.037 -0.036
Br -7.465 -4.036 0.030 -0.089 0.112 -0.300
Br -7.493 -4.483 -3.145 -0.053 0.167 0.241
Br -9.789 -2.727 -1.765 0.395 -0.111 0.053
H -7.322 -2.384 -1.827 -0.158 -0.212 0.051
C -1.050 -5.905 -4.590 0.206 -0.102 0.163
Br -0.962 -3.993 -4.257 -0.273 -0.233 -0.102
Br -2.115 -6.363 -6.142 0.309 0.188 0.324
Br 0.749 -6.607 -4.668 -0.229 -0.056 -0.265
H -1.536 -6.360 -3.729 0.093 0.128 -0.172
C 8.280 -4.464 -4.330 0.080 -0.023 -0.135
Br 6.572 -4.293 -5.231 0.239 0.040 0.171
Br 9.607 -3.261 -5.067 -0.308 -0.196 0.181
Br 8.105 -4.253 -2.411 0.064 -0.265 -0.201
H 8.634 -5.477 -4.508 -0.099 0.225 0.067
C 1.377 -8.733 -0.862 0.213 -0.154 0.225
Br 0.360 -7.094 -1.038 -0.081 -0.370 0.044
Br 0.527 -10.336 -1.553 0.052 0.565 0.004
Br 3.152 -8.524 -1.612 -0.269 -0.014 0.067
H 1.496 -8.890 0.208 0.017 0.021 -0.258
C 9.763 1.711 7.505 0.127 -0.024 0.081
Br 8.005 1.113 8.050 0.250 0.106 -0.237
Br 10.366 0.845 5.873 -0.215 0.226 0.314
Br 9.859 3.642 7.369 -0.052 -0.358 -0.023
H 10.452 1.413 8.293 -0.138 0.080 -0.198
C -2.750 -12.460 -1.158 0.052 0.039 -0.069
Br -2.452 -13.654 -2.655 0.051 0.074 0.288
Br -4.165 -11.211 -1.607 0.331 -0.230 0.019
Br -3.116 -13.413 0.489 0.081 0.142 -0.358
H -1.819 -11.909 -1.000 -0.483 -0.101 -0.059
C -5.849 -9.864 2.144 -0.084 -0.167 0.045
Br -7.172 -8.562 1.586 0.373 -0.137 0.070
Br -6.380 -11.643 1.587 0.087 0.287 0.121
Br -4.052 -9.435 1.547 -0.364 0.098 0.214
H -5.823 -9.866 3.231 -0.038 0.046 -0.261
C -13.998 -1.298 -2.467 -0.013 -0.080 -0.053
Br -13.270 -1.504 -0.683 -0.118 0.080 -0.324
Br -15.362 0.077 -2.534 0.302 -0.194 0.035
Br -12.609 -0.998 -3.786 -0.214 -0.069 0.345
H -14.481 -2.238 -2.722 0.071 0.231 0.077
C -13.323 2.922 -4.599 -0.089 -0.054 0.116
Br -14.067 4.687 -4.890 0.166 -0.307 0.025
Br -13.705 1.727 -6.069 0.021 0.282 0.083
Br -11.426 2.990 -4.214 -0.265 0.023 -0.078
H -13.813 2.510 -3.719 0.129 0.075 -0.203
C 5.727 -0.952 11.004 0.026 -0.023 0.123
Br 6.219 -2.755 10.492 -0.062 0.347 0.041
Br 7.259 0.069 11.609 -0.318 -0.221 -0.088
Br 4.762 -0.040 9.589 0.216 -0.137 0.190
H 5.047 -1.035 11.849 0.145 0.026 -0.214
C -18.259 -2.175 -0.218 -0.045 0.064 0.056
Br -18.938 -0.630 -1.170 0.110 -0.278 0.173
Br -17.178 -3.309 -1.360 -0.142 0.170 0.172
Br -17.314 -1.668 1.396 -0.121 -0.072 -0.338
H -19.121 -2.763 0.090 0.214 0.119 -0.092
C 9.805 -2.438 3.142 0.134 -0.114 0.234
Br 9.456 -3.795 1.793 -0.035 0.395 0.186
Br 9.449 -0.631 2.559 -0.037 -0.337 -0.125
Br 8.875 -2.823 4.798 0.104 0.033 -0.323
H 10.870 -2.495 3.354 -0.246 0.011 -0.046
C 4.888 8.341 0.197 0.013 0.136 -0.008
Br 5.336 6.460 0.336 0.072 0.299 -0.213
Br 3.403 8.638 -1.011 0.225 -0.105 0.255
Br 4.573 9.135 1.936 0.008 -0.193 -0.319
H 5.753 8.843 -0.230 -0.197 -0.137 0.097
```
Positions in Å, forces in eV/Å.

As for the gap between HOMO and LUMO: 7.697 eV. Its HOMO energy is -10.96 eV. Its net charge is +1. The calculation puts the LUMO energy at -3.3 eV.

---

Molecular formula: C4H5ClN2S
Method: DFT, the ωB97M-V functional and the def2-TZVPD basis

Structure (XYZ):
```
13
Properties=species:S:1:pos:R:3:forces:R:3
Cl 0.594 2.481 -1.961 -0.084 -0.143 -0.564
C 0.270 1.270 -0.787 -0.035 0.748 2.468
N 1.357 0.665 -0.293 1.599 0.943 -0.452
C 1.264 -0.085 0.769 -2.575 -0.148 1.294
C -0.084 -0.355 1.196 0.375 0.512 0.431
C -1.175 0.347 0.716 1.146 1.776 -1.455
N -0.933 1.276 -0.247 -0.520 0.149 0.383
H 2.145 -0.408 1.406 -0.974 0.232 -1.384
H -0.336 -0.998 1.976 0.250 -1.258 1.351
H -2.245 0.280 1.018 1.180 -0.229 0.107
S -0.528 -1.050 -1.723 -2.350 -3.128 -0.904
H 0.607 -1.423 -1.300 2.304 -0.387 0.057
H -0.935 -1.999 -0.769 -0.315 0.934 -1.330
```
Positions in Å, forces in eV/Å.

As for the gap between HOMO and LUMO: 9.271 eV. Its relative energy (zero: lowest compared OMol25 entry of this formula, charge and spin) is 47.2 kcal per mole. Its HOMO energy is -9.19 eV. Its SMILES is Clc1ncccn1.S. Its net charge is 0. The calculation puts the LUMO energy at 0.1 eV.

---

Molecular formula: C5H12S
Method: DFT, the ωB97M-V functional and the def2-TZVPD basis

Structure (XYZ):
```
18
Properties=species:S:1:pos:R:3:forces:R:3
C 0.177 1.188 -4.359 -0.061 -0.045 0.872
C -0.719 0.217 -4.374 -1.168 0.162 -0.953
C -1.254 -0.590 -3.250 1.509 -0.575 1.799
H 0.156 1.933 -5.142 0.786 -0.320 -0.308
H 0.809 1.295 -3.483 -0.158 0.621 0.048
H -1.158 0.028 -5.342 -0.590 0.136 -0.131
H -0.496 -1.340 -2.990 -0.279 -0.420 -0.138
H -1.303 -0.045 -2.300 0.034 0.447 -0.323
H -2.218 -1.081 -3.298 -0.070 -0.006 -0.860
C -0.553 1.181 3.279 -0.297 -0.934 0.941
C -0.186 -0.308 3.276 -0.601 -0.121 -1.505
S 1.256 -0.867 2.303 0.009 0.720 0.684
H -1.215 1.229 4.149 0.262 0.611 0.215
H -1.228 1.455 2.473 0.602 0.158 -0.514
H 0.326 1.805 3.404 -0.201 0.356 -0.099
H -0.188 -0.724 4.274 0.229 -0.134 0.131
H -0.975 -0.769 2.690 -0.345 -0.475 0.388
H 2.080 -0.075 3.008 0.341 -0.181 -0.247
```
Positions in Å, forces in eV/Å.

As for the gap between HOMO and LUMO: 9.947 eV. Its relative energy (zero: lowest compared OMol25 entry of this formula, charge and spin) is 35.9 kcal per mole. Its HOMO energy is -9.11 eV. Its SMILES is C=CC.CCS. Its net charge is 0. The calculation puts the LUMO energy at 0.8 eV.

---

For reference, energy by record: -102950.5564; -3423626.6900; -30564.8489; -16213.2187 eV.